Entry 1:
A cluster of 2 separate species, C5H9NO2 in total. Source: the Open Molecules 2025 dataset; level of theory: ωB97M-V with the def2-TZVPD basis set.

Computed properties:
* frontier orbital gap: 8.95 eV
* relative energy (zero: lowest compared OMol25 entry of this formula, charge and spin): 8.352 eV
* charge: 0

Geometry as XYZ:
```
17
Properties=species:S:1:pos:R:3:forces:R:3:mulliken_charge:R:1
C 1.1023 -0.0740 -0.7536 -3.5 -0.2 4.1 -0.169
C 0.6449 -0.5672 0.6900 0.6 -2.8 -1.5 -0.164
C -0.3903 0.1065 -0.2263 0.5 -2.1 1.8 0.777
C -1.7143 -0.4829 -0.5917 -0.1 -1.9 -0.5 -0.524
C -2.1346 -1.7591 -0.7792 -1.5 -0.4 0.4 -0.713
H 2.4287 0.7781 -1.7641 -2.2 3.0 3.0 0.329
H 2.2447 1.5693 -0.1446 0.4 -0.9 0.0 0.245
H 1.2039 -1.0717 -1.2316 0.9 1.8 -1.1 0.354
H 0.7252 -1.6368 0.2680 -0.5 0.7 3.2 0.190
H 0.8268 1.0982 1.4090 -0.1 -4.1 3.7 0.428
H 0.1068 2.0224 0.0645 -2.6 -2.0 0.4 0.495
H -2.5567 0.1812 -0.6621 0.2 0.8 0.1 0.277
H -3.3602 -1.8017 -0.8796 3.5 -0.5 0.0 0.177
H -1.5086 -2.7484 -0.7175 -1.3 2.1 -0.2 0.236
N 1.6717 1.2059 -0.9062 4.0 -1.6 -5.3 -0.693
O 0.9942 -0.0729 2.0513 -1.0 3.5 -6.6 -0.559
O -0.6019 1.3015 0.4445 2.7 4.4 -1.5 -0.686
```
Forces are in eV/Å.



Entry 2:
A structure of composition C50H59BaIN10O7S3. Source: the Open Molecules 2025 dataset; level of theory: ωB97M-V with the def2-TZVPD basis set.

Computed properties:
* frontier orbital gap: 7.63 eV
* charge: 0

Geometry as XYZ:
```
131
Properties=species:S:1:pos:R:3:forces:R:3:mulliken_charge:R:1
Ba -2.1290 2.0570 24.4845 -1.0 0.3 0.5 1.651
O -4.2707 0.9600 25.9033 0.2 -0.4 -0.2 -0.868
C -4.5450 1.8705 26.7292 0.7 -0.6 -0.5 0.350
O -4.5454 3.0736 26.4911 0.0 1.6 -0.2 -0.585
C -4.7908 1.4658 28.1411 0.3 -1.6 1.6 0.607
C -5.8715 1.9339 28.8808 -0.1 0.8 -2.3 -0.882
C -6.1706 1.3427 30.0758 -0.9 1.1 0.3 -0.455
C -5.2955 0.4664 30.6673 -0.5 -0.5 -0.3 -0.480
C -4.2285 0.0592 29.8911 1.9 0.0 -0.1 -0.200
N -3.9664 0.5315 28.6681 -0.6 0.3 -0.3 -0.346
H -6.4774 2.6967 28.3375 0.1 -0.7 0.9 0.680
H -7.1086 1.6388 30.5265 0.1 -0.1 0.4 0.407
H -5.5701 0.0734 31.6284 0.4 -0.4 0.2 0.377
H -3.4115 -0.6177 30.2296 -1.0 0.3 0.1 0.348
N -3.0845 4.6666 24.1548 0.7 0.8 -0.8 -0.586
S -2.8041 6.0468 23.7579 0.2 -0.1 1.4 1.593
N -2.7637 6.6224 22.2108 -0.8 -0.5 -0.9 0.392
S -3.4139 5.7508 21.0943 0.2 -0.5 -0.1 0.479
N -2.4868 4.8502 20.1961 -1.9 0.9 -0.1 0.339
S -1.5416 3.6590 20.7179 3.1 1.9 -0.7 0.280
N -1.8480 2.6820 21.7094 -0.9 -1.9 0.9 -0.535
C -0.9743 3.0461 19.0849 -0.1 0.0 1.9 0.801
C -0.2506 1.8637 19.2028 -0.8 -0.6 -2.4 -0.805
C 0.1561 1.3209 17.9420 0.1 1.5 1.4 -0.772
C -0.0442 2.0498 16.7738 1.2 -1.9 -0.7 -0.574
C -0.7661 3.1876 16.7360 -0.8 1.9 0.2 -0.796
C -1.2235 3.7317 17.9218 -0.5 0.3 0.5 -0.805
C -0.1031 4.7052 21.2410 -1.5 -0.6 -0.7 0.964
C 0.3089 5.7854 20.4628 2.0 -0.7 1.8 -1.147
C 1.4359 6.4683 20.9126 0.0 0.0 -0.1 -0.722
C 1.9798 6.1784 22.2086 -1.7 0.4 -2.9 -1.002
C 1.3702 5.2735 22.9971 -0.7 -2.1 2.3 -0.318
C 0.3664 4.4218 22.4805 -0.3 0.2 1.3 -0.634
C -4.8835 4.8005 21.5386 -0.9 1.3 0.8 0.284
C -4.7890 3.4785 21.8165 0.7 -0.2 -0.6 1.360
C -5.9210 2.7721 22.1989 1.0 -0.3 -0.2 -0.687
C -7.1009 3.4587 22.4126 -2.6 -0.8 0.0 -0.461
C -7.2541 4.8492 22.1355 1.2 -1.9 0.7 -0.979
C -6.1034 5.4779 21.7373 0.7 1.9 -0.7 -0.506
C -4.1439 6.8824 19.9716 0.2 -0.7 -0.9 -0.807
C -4.7975 6.3242 18.8534 2.3 -1.2 2.7 -0.451
C -5.5363 7.1430 18.1211 -1.1 -0.8 -1.3 -0.459
C -5.5318 8.4841 18.3144 0.2 3.2 -1.2 -0.629
C -4.5968 9.0858 19.1540 -0.9 -2.5 1.2 -0.952
C -4.0206 8.2321 20.1248 0.5 1.0 -0.9 0.298
C -3.9274 7.2014 24.5917 0.5 -2.1 1.3 0.766
C -4.3020 6.7736 25.8674 -1.3 1.8 0.4 -0.796
C -5.2221 7.6311 26.5643 0.9 -1.3 0.0 -0.702
C -5.7002 8.8371 25.9966 -0.1 -0.4 1.1 -0.504
C -5.2827 9.2176 24.7322 1.3 -3.3 1.7 -1.167
C -4.3551 8.3713 24.1096 -0.1 2.8 -1.8 0.180
C -1.2615 6.8369 24.3001 -1.4 -1.4 -1.5 1.074
C -0.6176 6.0985 25.2517 -0.2 1.5 2.1 -0.672
C 0.2547 6.8474 26.0598 1.2 -2.9 0.1 -0.482
C 0.7563 8.0821 25.6740 -0.3 -1.2 0.5 -0.775
C 0.1778 8.6455 24.5529 0.8 0.4 0.4 -0.659
C -0.8577 8.0755 23.8527 -0.9 1.3 0.5 -0.421
H -0.2364 1.3537 20.1626 0.5 0.2 -0.2 0.478
H 0.7610 0.4583 17.8333 0.4 -0.9 0.4 0.673
H 0.4537 1.6865 15.8628 -0.5 0.0 0.4 0.383
H -0.9603 3.7370 15.8330 0.1 0.0 -0.4 0.555
H -1.8025 4.6515 18.0408 0.2 -0.3 -0.6 0.616
H -0.0994 5.8847 19.5167 -0.7 0.7 -1.7 0.641
H 1.8961 7.2284 20.2435 -0.3 -0.6 0.8 0.362
H 2.8347 6.6953 22.4443 1.8 1.2 1.1 0.619
H 1.5769 5.1238 24.0983 0.3 0.2 -1.5 0.447
H -0.1358 3.6461 23.1224 1.1 0.8 -0.7 0.576
H -3.7955 3.0622 21.6722 -0.5 -0.6 0.2 -0.143
H -5.6966 1.6935 22.2579 -1.1 0.5 0.5 0.378
H -8.0424 2.8747 22.7232 1.6 0.9 -0.4 0.258
H -8.1809 5.3733 22.3225 0.1 0.0 -0.1 0.469
H -6.1141 6.5612 21.5356 -0.1 -0.5 0.1 0.342
H -4.5785 5.2908 18.6243 -0.6 -0.2 -0.1 0.331
H -6.0529 6.6530 17.3366 -0.8 0.1 -0.8 0.474
H -6.1402 9.0986 17.6182 0.5 -0.3 0.6 0.346
H -4.3387 10.0992 19.1913 -0.2 1.4 -0.1 0.525
H -3.3475 8.6381 20.8550 0.0 0.0 0.4 0.400
H -3.8375 5.8954 26.3001 -0.5 -0.2 0.0 0.378
H -5.5320 7.2603 27.5679 0.1 0.7 -0.8 0.414
H -6.3227 9.5022 26.6296 0.2 -0.6 -0.7 0.347
H -5.6134 10.0523 24.2636 -0.8 2.6 -1.2 0.639
H -3.8131 8.7914 23.2638 -0.5 -0.3 -0.4 -0.010
H -0.9332 5.1273 25.6607 0.0 0.4 -0.9 0.176
H 0.6273 6.1392 26.8448 0.2 1.6 -0.1 0.347
H 1.5697 8.5369 26.2328 -0.3 0.2 -0.2 0.429
H 0.5497 9.5952 24.2882 0.2 1.1 -0.6 0.551
H -1.4558 8.7913 23.2323 0.6 -1.4 0.1 -0.020
O 0.2241 2.2067 24.8680 -0.1 0.1 0.3 -0.503
H 3.4710 10.4815 16.1247 -0.8 1.8 -0.9 0.022
H 0.5502 2.3398 25.7625 0.3 0.0 0.0 -0.047
O -6.5999 5.1019 29.9664 -0.9 0.9 0.2 -0.631
H -6.1880 5.5652 30.6961 0.1 0.0 0.1 0.309
H -5.9838 4.4467 29.6888 0.9 -0.9 -0.4 0.346
O -4.2732 4.1174 16.2120 0.0 0.6 -0.9 -0.600
H -3.5421 3.5176 16.3756 0.2 -0.2 0.0 0.318
H -4.1289 4.4572 15.3001 -0.1 -0.4 1.0 0.315
O -2.8882 0.2754 22.6101 0.1 0.0 -0.1 -0.436
H -2.9604 1.0352 22.0080 0.3 0.0 -0.3 0.177
H -3.7035 -0.2158 22.5454 -0.3 -0.3 0.0 0.188
H 3.7422 9.9123 16.4091 0.8 -1.8 0.9 -0.022
N -0.0895 -1.4003 20.6462 2.1 -0.6 0.2 0.030
C 0.0407 -2.1533 19.5091 -1.7 -0.8 -0.3 0.643
O 0.8478 -3.0484 19.3424 -0.2 0.8 0.0 -0.618
C -1.2081 -1.9838 18.5422 1.3 -0.6 -0.5 -0.748
I -2.9784 -2.4627 19.6376 -0.1 -0.3 -0.4 0.015
H 0.6798 -1.5196 21.3468 -1.2 0.4 -0.7 0.141
H -0.5374 -0.5041 20.5887 -0.3 -0.1 0.3 -0.003
H -1.0828 -2.5282 17.5594 -0.2 0.1 1.5 0.400
H -1.3902 -0.9696 18.2640 0.1 0.9 0.0 0.185
C 0.0581 -2.3125 24.5282 -4.2 0.4 -0.1 -0.624
N 0.5113 -2.9683 25.7357 0.0 -0.7 -1.4 0.090
C 1.3785 -4.0215 25.2624 2.3 0.9 0.0 -0.737
N 2.6086 -3.4940 24.4327 -1.5 -0.5 1.3 -0.145
C 2.0178 -2.7149 23.3261 2.3 -0.5 -0.1 -0.748
N 1.0981 -1.7320 23.7305 -0.5 0.9 -0.1 0.501
C 1.8563 -0.8274 24.5409 2.2 2.1 0.3 -0.720
N 2.4218 -1.4752 25.7738 0.4 0.1 -1.2 0.063
C 1.2953 -2.0240 26.4869 -0.2 0.3 1.9 -0.742
C 3.3173 -2.5945 25.3109 -0.9 1.1 -0.1 -0.570
H -0.6783 -1.5151 24.8354 0.9 -0.3 -0.2 0.147
H -0.6722 -3.0129 23.9523 1.8 0.8 0.5 0.209
H 0.8824 -4.7333 24.6531 -0.7 -0.6 -0.5 0.352
H 1.7723 -4.4738 26.1515 0.5 -0.7 0.3 0.396
H 1.5073 -3.4679 22.8279 -0.9 -1.2 -1.9 0.336
H 2.8310 -2.1985 22.7148 -0.9 -1.0 0.6 0.447
H 1.2986 0.0783 24.8091 -0.2 -0.3 0.1 0.126
H 2.7472 -0.4263 23.9115 -1.3 -0.7 1.0 0.255
H 0.6102 -1.2490 26.8462 0.1 0.4 -0.5 0.310
H 1.6027 -2.4755 27.4447 0.3 -0.3 -0.4 0.307
H 3.7232 -3.0985 26.1722 0.1 -0.3 0.4 0.333
H 4.1280 -2.1746 24.7311 0.4 0.4 0.0 0.351
```
Forces are in eV/Å.



Entry 3:
The ion C12H17BrN3O with charge +1. Source: the Open Molecules 2025 dataset; level of theory: ωB97M-V with the def2-TZVPD basis set.

Computed properties:
* frontier orbital gap: 7.27 eV
* relative energy (zero: lowest compared OMol25 entry of this formula, charge and spin): 3.958 eV
* SMILES: CC[C@@H](Br)N/C(N)=[NH+]/CC(=O)c1ccccc1
* charge: +1

Geometry as XYZ:
```
34
Properties=species:S:1:pos:R:3:forces:R:3:mulliken_charge:R:1
C 1.3878 2.2486 -0.2424 -0.5 1.0 -0.3 -0.739
C 2.0035 1.8742 -1.6810 0.5 0.4 0.5 -0.375
C 2.6205 0.3941 -1.7941 -0.5 0.9 -1.5 -0.433
Br 4.1619 0.5329 -3.0902 -0.8 -0.3 0.8 -0.074
N 3.1870 -0.1503 -0.5297 -1.4 -1.5 0.5 0.075
C 2.6527 -1.1889 0.1083 0.1 -1.3 1.2 0.096
N 3.2876 -1.6728 1.3586 -2.2 1.8 -1.8 -0.640
N 1.4684 -1.9067 -0.3743 1.5 0.6 0.9 -0.220
C 0.2222 -1.5150 0.3602 -1.1 0.9 0.4 -0.217
C -1.0043 -1.4225 -0.6817 -0.9 -0.8 -3.2 0.410
O -0.8535 -1.9076 -1.8445 -0.3 1.7 4.6 -0.547
C -2.4259 -0.7830 -0.3195 -2.4 0.8 0.6 0.458
C -2.6175 0.4679 0.5760 -2.7 -1.2 -1.0 -0.012
C -4.0540 1.0448 0.8407 0.2 -3.6 -2.6 -0.653
C -5.2624 0.3161 0.1970 2.6 -1.2 -0.7 -0.285
C -5.0977 -0.9276 -0.7227 3.9 1.4 1.5 -0.437
C -3.6755 -1.4850 -0.9716 -0.6 3.0 1.9 -0.408
H 0.3731 2.7660 -0.4416 1.5 -1.1 0.6 0.249
H 2.0234 3.0503 0.2900 -0.8 -1.5 -0.8 0.334
H 1.2515 1.3681 0.4691 0.1 1.2 -1.0 0.094
H 2.8695 2.6158 -1.8701 -1.6 -1.2 0.1 0.354
H 1.2054 1.9965 -2.5069 1.5 -0.3 1.3 0.337
H 1.8728 -0.3152 -2.3095 1.3 0.8 1.4 0.399
H 4.0468 0.2819 -0.1360 -0.8 -0.4 -0.4 0.355
H 3.0854 -0.9108 2.0418 0.8 -0.6 -0.3 0.313
H 2.7286 -2.4701 1.6959 0.5 0.4 -0.3 0.334
H 1.5957 -2.9268 -0.2311 0.2 0.9 -0.4 0.371
H 0.3781 -0.4907 0.8392 -0.4 -1.3 -0.6 0.101
H -0.0416 -2.2383 1.2199 0.3 1.0 -1.4 0.283
H -1.7163 0.9998 1.0583 -1.6 -1.0 -0.9 0.187
H -4.2588 1.9657 1.4740 0.6 -1.5 -0.9 0.341
H -6.3416 0.6677 0.3767 2.0 -0.4 -0.2 0.309
H -5.9649 -1.4596 -1.2289 1.2 1.0 0.9 0.334
H -3.5226 -2.3973 -1.6407 -0.2 1.5 1.1 0.307
```
Forces are in eV/Å.



Entry 4:
An isolated molecule of C2Cl2F4N2S. Source: the Open Molecules 2025 dataset; level of theory: ωB97M-V with the def2-TZVPD basis set.

Computed properties:
* frontier orbital gap: 9.56 eV
* relative energy (zero: lowest compared OMol25 entry of this formula, charge and spin): 0.000 eV
* SMILES: FC(F)(Cl)n1sn1C(F)(F)Cl
* charge: 0

Geometry as XYZ:
```
11
Properties=species:S:1:pos:R:3:forces:R:3:mulliken_charge:R:1
C -1.7334 0.2028 -0.3151 -0.6 0.2 0.5 0.696
C 1.7830 0.1816 0.3169 -1.0 -0.2 -1.2 0.741
N -0.5796 -0.2602 0.3802 1.0 -0.4 0.4 -0.142
N 0.6322 -0.3543 -0.4350 -0.2 0.9 -0.5 -0.256
F -1.8680 -0.0880 -1.6082 0.4 0.2 0.2 -0.200
F -1.6908 1.5081 -0.1192 -0.1 1.2 -0.9 -0.215
F 1.7334 -0.1307 1.6069 0.8 0.2 -0.3 -0.183
F 1.6772 1.4975 0.1530 0.2 0.3 0.6 -0.208
S -0.0505 -1.8279 0.0346 0.1 -1.7 0.2 0.022
Cl -3.1363 -0.3820 0.5661 -0.4 -0.5 0.0 -0.129
Cl 3.2329 -0.3468 -0.5803 -0.3 -0.1 0.9 -0.125
```
Forces are in eV/Å.



Entry 5:
An isolated molecule of C4H12NOP. Source: the Open Molecules 2025 dataset; level of theory: ωB97M-V with the def2-TZVPD basis set.

Computed properties:
* frontier orbital gap (alpha / beta): 7.14 / 7.95 eV
* relative energy (zero: lowest compared OMol25 entry of this formula, charge and spin): 8.908 eV
* SMILES: CC=[PH2]N(C)OC
* charge: 0

Geometry as XYZ:
```
19
Properties=species:S:1:pos:R:3:forces:R:3:mulliken_charge:R:1
C 0.4484 0.1015 -3.3489 3.1 -1.7 -2.6 -0.986
C -1.8096 0.3949 1.2198 1.2 -2.1 -1.3 -0.712
C 0.1360 -0.9792 2.8514 3.1 -1.5 0.1 -0.628
C 1.3559 -0.0056 -2.1339 -1.2 -0.1 0.3 -0.338
N -0.4186 0.7770 1.3311 1.1 1.3 -2.0 -0.153
O 0.4725 0.2152 2.1909 -0.1 0.0 1.4 -0.241
P 0.7230 0.4708 -0.5255 0.3 2.3 -0.7 0.100
H 1.1458 0.1543 -4.3671 -1.6 0.3 2.5 0.236
H -0.2826 0.8480 -3.4030 -0.7 1.7 0.3 0.369
H -0.1128 -0.7994 -3.5976 0.0 -0.5 0.4 0.288
H -1.8653 -0.7264 1.3805 -0.8 1.2 -0.3 0.295
H -2.4011 0.9640 1.9231 -0.5 0.0 0.0 0.258
H -2.0213 0.5973 0.1005 -0.2 -0.1 2.0 0.283
H 0.6464 -0.9146 3.9016 -0.8 -0.4 -2.1 0.220
H 0.5199 -1.9235 2.1993 -0.9 2.0 1.7 0.212
H -0.8956 -1.0017 2.9747 -1.8 -0.6 0.5 0.354
H 1.9908 -0.8938 -2.0867 0.0 0.1 -0.3 0.308
H 1.9040 0.8283 0.1639 -0.1 -0.7 0.1 0.060
H 0.4642 1.8929 -0.7744 -0.4 -1.2 -0.1 0.075
```
Forces are in eV/Å.



Entry 6:
A cluster of 2 separate species, C3H4F3N in total. Source: the Open Molecules 2025 dataset; level of theory: ωB97M-V with the def2-TZVPD basis set.

Computed properties:
* frontier orbital gap (alpha / beta): 7.16 / 9.29 eV
* relative energy (zero: lowest compared OMol25 entry of this formula, charge and spin): 6.837 eV
* charge: 0

Geometry as XYZ:
```
11
Properties=species:S:1:pos:R:3:forces:R:3:mulliken_charge:R:1
C 1.0658 0.8623 -0.6146 -0.5 -1.5 3.0 -0.946
C 1.0006 -0.3522 0.0553 -0.4 0.3 1.3 0.937
C 0.3292 -0.5978 1.3155 0.5 0.2 -1.9 -0.943
N -2.0896 0.5266 -0.4946 -0.5 -1.7 -0.4 0.188
F 1.5813 -1.4322 -0.4745 0.3 -0.5 -0.5 -0.280
F -1.1763 0.3327 -1.4755 -1.6 -0.2 0.3 -0.047
F -2.8307 -0.6892 -0.4496 1.3 1.8 -0.3 -0.151
H 1.6450 1.1722 -1.4426 0.3 -0.1 -0.7 0.370
H 0.4563 1.5139 -0.0096 0.2 1.0 -0.5 0.244
H -0.0040 0.2389 1.8883 -0.2 0.5 0.1 0.334
H 0.0223 -1.5753 1.7018 0.6 0.3 -0.5 0.295
```
Forces are in eV/Å.



Calculated values (eV Å⁻¹) of strongest force on any atom for the records, taken in order: 7.50, 4.18, 4.89, 1.75, 4.44, 3.39.
Calculated values (Eh) of E for the records, taken in order: -400.86984, -4532.31626, -3280.53932, -1903.67493, -630.69324, -470.80131.